[1]
Computed, not measured: a cluster of 9 separate species, C18H36Br18 in total in a non-equilibrium geometry, with ωB97M-V with the def2-TZVPD basis set.

Positions of all 72 atoms, in Å:
1 Br 15.293 21.082 14.280
2 C 13.895 19.898 13.516
3 C 14.435 18.409 13.501
4 Br 13.113 17.257 12.507
5 H 13.934 20.242 12.483
6 H 12.945 20.064 14.024
7 H 14.630 18.000 14.492
8 H 15.404 18.366 13.002
9 Br 14.334 16.443 7.577
10 C 12.574 17.339 7.701
11 C 11.520 16.493 8.314
12 Br 9.757 17.445 8.331
13 H 12.243 17.678 6.719
14 H 12.768 18.246 8.275
15 H 11.819 16.249 9.333
16 H 11.349 15.593 7.723
17 Br 5.562 16.779 9.705
18 C 6.822 15.497 8.922
19 C 6.986 15.792 7.434
20 Br 8.283 14.555 6.727
21 H 6.558 14.463 9.145
22 H 7.768 15.534 9.464
23 H 7.410 16.761 7.173
24 H 6.172 15.529 6.758
25 Br 16.687 15.248 12.051
26 C 15.041 14.394 11.122
27 C 15.317 12.983 10.832
28 Br 13.534 12.175 10.342
29 H 14.703 14.928 10.234
30 H 14.246 14.547 11.852
31 H 15.597 12.492 11.765
32 H 16.045 12.955 10.021
33 Br 8.043 12.591 17.811
34 C 7.544 14.244 16.781
35 C 6.690 13.655 15.658
36 Br 6.193 15.036 14.325
37 H 8.443 14.773 16.466
38 H 7.048 14.910 17.487
39 H 5.773 13.209 16.043
40 H 7.215 12.786 15.263
41 Br 10.260 19.947 12.923
42 C 9.212 18.516 12.036
43 C 8.186 18.018 12.987
44 Br 8.990 16.988 14.420
45 H 9.889 17.696 11.797
46 H 8.743 18.902 11.130
47 H 7.558 17.282 12.486
48 H 7.572 18.775 13.475
49 Br 9.910 9.629 12.161
50 C 10.290 9.262 14.075
51 C 9.025 8.868 14.900
52 Br 8.614 7.027 14.398
53 H 10.667 10.173 14.540
54 H 11.053 8.485 14.112
55 H 8.211 9.581 14.775
56 H 9.261 8.865 15.965
57 Br 10.417 15.841 18.615
58 C 12.177 15.326 19.193
59 C 12.861 14.587 18.058
60 Br 14.684 13.894 18.577
61 H 12.170 14.817 20.157
62 H 12.708 16.257 19.390
63 H 13.031 15.198 17.172
64 H 12.298 13.716 17.723
65 Br 10.581 13.298 15.443
66 C 9.790 13.559 13.601
67 C 10.916 14.161 12.608
68 Br 10.201 14.590 10.758
69 H 8.962 14.266 13.649
70 H 9.640 12.560 13.191
71 H 11.762 13.496 12.439
72 H 11.380 15.089 12.943

For the HOMO-LUMO gap, the calculation gives 0.3614 Eh. The value obtained for the energy relative to the best compared isomer or geometry (same formula, charge and spin) is 1.7507 eV. As for the electronic energy: -47039.682301 a.u. The SMILES is BrCCBr.BrCCBr.BrCCBr.BrCCBr.BrCCBr.BrCCBr.BrCCBr.BrCCBr.BrCCBr. The calculation puts the HOMO energy at -9.82 eV. For the maximum force, the calculation gives 0.0603 hartree/bohr.

***

[2]
Computed, not measured: a structure of composition C30H22BrN5RuS7 in a non-equilibrium geometry, with ωB97M-V with the def2-TZVPD basis set.

Positions of all 66 atoms, in Å:
1 Ru 0.411 -0.456 0.745
2 C -1.694 0.283 -1.823
3 N -0.565 0.668 -0.984
4 C 0.075 1.747 -1.265
5 C 1.227 2.134 -0.554
6 C 2.000 3.302 -0.641
7 C 3.010 3.169 0.304
8 C 2.820 1.920 0.915
9 N 1.764 1.299 0.391
10 C -2.965 1.047 -1.536
11 C -3.435 1.160 -0.233
12 C -4.604 1.856 0.030
13 C -5.314 2.446 -1.008
14 C -4.860 2.322 -2.311
15 C -3.687 1.627 -2.571
16 H -1.874 -0.780 -1.660
17 H -1.433 0.425 -2.878
18 H -0.258 2.389 -2.085
19 H 1.822 4.135 -1.305
20 H 3.797 3.870 0.535
21 H 3.406 1.468 1.702
22 H -2.881 0.679 0.562
23 H -4.978 1.930 1.041
24 H -6.222 2.997 -0.797
25 H -5.419 2.760 -3.129
26 H -3.336 1.525 -3.593
27 S -0.194 -1.770 2.770
28 C 0.324 -3.328 2.200
29 C 0.843 -4.263 3.090
30 C 1.314 -5.496 2.651
31 C 1.862 -6.431 3.577
32 N 2.308 -7.183 4.325
33 C 1.263 -5.803 1.279
34 C 0.712 -4.883 0.393
35 C 0.231 -3.653 0.832
36 S -0.512 -2.548 -0.286
37 C 1.774 -7.036 0.777
38 N 2.183 -8.016 0.334
39 H 0.891 -4.014 4.142
40 H 0.665 -5.124 -0.661
41 C 3.287 -0.208 -4.505
42 C 3.339 -0.570 -3.048
43 C 4.548 -0.678 -2.367
44 C 4.560 -0.996 -1.019
45 C 3.336 -1.165 -0.404
46 Br 3.224 -1.541 1.456
47 N 2.175 -1.077 -1.021
48 C 2.181 -0.799 -2.319
49 H 4.208 -0.496 -5.011
50 H 3.163 0.871 -4.617
51 H 2.448 -0.694 -5.002
52 H 5.482 -0.521 -2.893
53 H 5.480 -1.103 -0.464
54 H 1.204 -0.762 -2.791
55 C -1.705 4.439 1.011
56 S -1.599 4.456 2.824
57 C -2.349 2.912 3.185
58 C -1.772 1.692 3.018
59 S -0.163 1.440 2.477
60 S -2.775 0.339 3.547
61 C -4.154 1.245 4.083
62 S -5.517 0.567 4.695
63 S -3.948 2.952 3.889
64 H -1.024 5.207 0.649
65 H -2.727 4.650 0.701
66 H -1.378 3.468 0.652

For the HOMO-LUMO gap (spin up / spin down), the calculation gives 0.2374 / 0.2441 Eh. The value obtained for the energy relative to the best compared isomer or geometry (same formula, charge and spin) is 2.9027 eV. Its spin multiplicity is 2. Its expectation value of S² is 0.776. As for the electronic energy: -6886.498434 a.u. Its charge is -1. The calculation puts the HOMO energy (spin up / spin down) at -5.01 / -4.98 eV. For the maximum force, the calculation gives 0.0326 hartree/bohr.

***

[3]
Computed, not measured: a structure of composition C28H27N4Ru in a non-equilibrium geometry, with ωB97M-V with the def2-TZVPD basis set.

Positions of all 60 atoms, in Å:
1 Ru 0.384 0.124 -0.325
2 C -1.960 -1.602 0.980
3 C -2.088 -0.536 2.075
4 C -0.787 -0.193 2.744
5 C -0.607 -0.358 4.110
6 C 0.586 0.028 4.699
7 C 1.566 0.581 3.889
8 C 1.325 0.694 2.535
9 N 0.180 0.301 1.963
10 N -1.545 -1.079 -0.326
11 C -2.575 -0.280 -0.981
12 C -2.465 1.218 -0.741
13 C -3.578 2.023 -0.899
14 C -3.474 3.393 -0.702
15 C -2.236 3.901 -0.339
16 C -1.168 3.035 -0.207
17 N -1.270 1.720 -0.408
18 C -1.029 -2.192 -1.154
19 C 0.298 -2.714 -0.644
20 C 0.633 -4.044 -0.660
21 C 1.885 -4.467 -0.208
22 C 2.732 -3.479 0.280
23 C 2.346 -2.157 0.271
24 N 1.145 -1.737 -0.204
25 H -2.922 -2.128 0.878
26 H -1.218 -2.341 1.287
27 H -2.788 -0.892 2.832
28 H -2.513 0.375 1.649
29 H -1.404 -0.775 4.712
30 H 0.743 -0.088 5.763
31 H 2.506 0.923 4.300
32 H 2.048 1.130 1.855
33 H -3.576 -0.606 -0.672
34 H -2.508 -0.441 -2.059
35 H -4.528 1.579 -1.173
36 H -4.333 4.038 -0.827
37 H -2.095 4.960 -0.165
38 H -0.183 3.387 0.063
39 H -0.909 -1.826 -2.174
40 H -1.752 -3.024 -1.167
41 H -0.092 -4.759 -1.029
42 H 2.171 -5.508 -0.227
43 H 3.712 -3.732 0.667
44 H 2.988 -1.371 0.644
45 C 2.131 1.967 -0.916
46 C 2.072 3.125 -0.519
47 C 2.013 4.468 -0.076
48 C 2.562 4.859 1.158
49 C 2.487 6.175 1.579
50 C 1.863 7.136 0.794
51 C 1.317 6.767 -0.428
52 C 1.390 5.453 -0.864
53 H 3.053 4.115 1.773
54 H 2.920 6.457 2.532
55 H 1.807 8.165 1.128
56 H 0.841 7.512 -1.055
57 H 0.978 5.172 -1.825
58 C 2.176 0.665 -1.440
59 H 3.062 0.096 -1.162
60 H 1.967 0.602 -2.507

For the HOMO-LUMO gap (spin up / spin down), the calculation gives 0.2062 / 0.1937 Eh. The value obtained for the energy relative to the best compared isomer or geometry (same formula, charge and spin) is 0.7411 eV. Its spin multiplicity is 2. Its expectation value of S² is 0.768. As for the electronic energy: -1396.961746 a.u. The calculation puts the HOMO energy (spin up / spin down) at -5.12 / -4.82 eV. For the maximum force, the calculation gives 0.0268 hartree/bohr.

***

[4]
Computed, not measured: the molecule C12H11NO in a non-equilibrium geometry, with ωB97M-V with the def2-TZVPD basis set.

Positions of all 25 atoms, in Å:
1 N -1.131 2.771 -1.165
2 C -0.845 1.714 -0.751
3 C -0.459 0.433 -0.153
4 C 1.027 0.229 -0.119
5 C 1.762 1.079 0.807
6 C 3.056 0.876 1.012
7 C 3.750 -0.111 0.293
8 C 3.066 -0.898 -0.618
9 C 1.722 -0.744 -0.860
10 C -1.315 -0.899 -0.176
11 C -2.747 -0.845 -0.770
12 C -3.399 0.030 0.358
13 O -2.564 0.037 1.464
14 C -1.339 -0.296 1.123
15 H 1.179 1.945 1.329
16 H 3.608 1.526 1.555
17 H 4.812 -0.237 0.180
18 H 3.602 -1.512 -1.250
19 H 1.263 -1.323 -1.647
20 H -0.615 -1.622 -0.698
21 H -3.029 -1.917 -0.769
22 H -2.847 -0.455 -1.791
23 H -3.587 1.036 0.043
24 H -4.419 -0.255 0.709
25 H -0.550 -0.564 1.894

For the HOMO-LUMO gap, the calculation gives 0.3428 Eh. The value obtained for the energy relative to the best compared isomer or geometry (same formula, charge and spin) is 3.2012 eV. As for the electronic energy: -593.750826 a.u. The SMILES is N#C[C@]1(c2ccccc2)[C@@H]2CCO[C@@H]21. The calculation puts the HOMO energy at -8.61 eV. For the maximum force, the calculation gives 0.0979 hartree/bohr.

***

[5]
Computed, not measured: a structure of composition C9H21CrINOP2Se in a non-equilibrium geometry, with ωB97M-V with the def2-TZVPD basis set.

Positions of all 37 atoms, in Å:
1 C -3.184 -1.905 0.930
2 I -2.202 -1.279 -1.039
3 H -2.906 -1.139 1.657
4 H -2.744 -2.886 1.117
5 H -4.275 -2.029 0.765
6 Cr -0.074 -0.236 -0.383
7 P 1.047 -1.520 1.327
8 C 1.517 -3.202 0.820
9 C 2.639 -0.865 1.942
10 H 3.167 -1.581 2.590
11 H 0.639 -2.408 3.560
12 H 2.448 0.050 2.521
13 H 0.081 -0.710 3.364
14 H 2.220 -3.138 -0.024
15 H 3.301 -0.583 1.114
16 C 0.134 -1.700 2.882
17 H 1.990 -3.742 1.657
18 H -0.879 -2.056 2.650
19 H 0.619 -3.743 0.497
20 P -0.866 1.892 -1.307
21 C -1.313 1.640 -3.055
22 C -2.331 2.615 -0.515
23 H 0.473 3.615 -0.302
24 H -0.125 4.143 -1.910
25 H 1.261 2.995 -1.765
26 C 0.295 3.300 -1.341
27 H -2.025 2.966 0.487
28 H -2.675 3.468 -1.132
29 H -1.738 2.570 -3.465
30 H -2.049 0.822 -3.120
31 H -3.122 1.855 -0.423
32 H -0.399 1.359 -3.602
33 C 0.925 -1.030 -1.847
34 O 1.668 -1.368 -2.699
35 Se 4.196 1.824 -1.157
36 C 2.680 1.189 -0.595
37 N 1.605 0.819 -0.197

For the HOMO-LUMO gap (spin up / spin down), the calculation gives 0.2069 / 0.2024 Eh. The value obtained for the energy relative to the best compared isomer or geometry (same formula, charge and spin) is 0.0000 eV. Its spin multiplicity is 4. Its expectation value of S² is 3.835. As for the electronic energy: -4911.209682 a.u. Its charge is +2. The calculation puts the HOMO energy (spin up / spin down) at -14.63 / -14.54 eV. For the maximum force, the calculation gives 0.1471 hartree/bohr.

***

[6]
Computed, not measured: the molecule C4H5NO2, with ωB97M-V with the def2-TZVPD basis set.

Positions of all 12 atoms, in Å:
1 O -2.576 0.909 0.063
2 C -1.762 0.021 0.040
3 C -0.364 0.206 -0.507
4 C 0.633 0.727 0.571
5 N 1.710 -0.264 0.588
6 C 1.355 -1.180 -0.205
7 O 0.179 -1.071 -0.876
8 H -1.966 -0.989 0.454
9 H -0.401 0.848 -1.392
10 H 1.019 1.720 0.327
11 H 0.178 0.786 1.567
12 H 1.911 -2.087 -0.417

For the HOMO-LUMO gap, the calculation gives 0.3948 Eh. The value obtained for the energy relative to the best compared isomer or geometry (same formula, charge and spin) is 1.2235 eV. As for the electronic energy: -360.624456 a.u. The SMILES is O=C[C@H]1CN=CO1. The calculation puts the HOMO energy at -9.98 eV. For the maximum force, the calculation gives 0.0106 hartree/bohr.

***

Molar mass (computed, g mol⁻¹): 1690.76; 857.98; 520.62; 185.23; 479.08; 99.09